# 1
Molecular formula: C37H23F22MnN4O2
Method: DFT, ωB97M-V/def2-TZVPD

Last column: Mulliken charge in e.
Positions of all 89 atoms, in Å:
Mn: -0.1222 1.1026 -0.2098  -0.019
C: 0.9700 4.4959 1.6092  -1.196
N: 0.3286 3.6661 0.6145  1.050
C: 0.9506 3.7429 -0.6897  -1.625
C: 2.1727 2.8190 -0.7142  -1.243
N: 1.8875 1.4565 -0.2294  1.348
C: 2.9389 0.6107 -0.1958  0.049
C: 2.8814 -0.6238 0.5073  -1.157
F: 1.8638 -0.8305 1.3585  -0.003
C: 3.8284 -1.6169 0.4509  0.059
F: 3.6321 -2.7609 1.1239  -0.358
C: 4.9984 -1.4256 -0.2583  0.508
F: 5.9323 -2.3900 -0.3417  -0.356
C: 5.1812 -0.1929 -0.8484  0.411
F: 6.3240 0.0514 -1.5063  -0.354
C: 4.2178 0.7968 -0.7910  0.346
F: 4.5628 1.9552 -1.3984  -0.400
C: -1.1141 3.6159 0.7382  -1.310
C: -1.4684 2.5386 1.7964  -0.789
N: -0.5022 1.4395 1.6910  2.143
C: -0.1767 0.8180 2.8732  -0.447
C: -1.1423 0.2633 3.7300  -0.162
F: -2.4362 0.3411 3.4048  -0.292
C: -0.8174 -0.4380 4.8747  0.470
F: -1.7798 -1.0027 5.6124  -0.411
C: 0.5030 -0.5845 5.2530  0.620
F: 0.8184 -1.2638 6.3574  -0.349
C: 1.4847 0.0109 4.4823  0.304
F: 2.7603 -0.0520 4.8736  -0.376
C: 1.1443 0.7138 3.3448  -0.512
F: 2.1117 1.3873 2.7354  -0.386
H: 0.8737 5.5661 1.3608  0.343
H: 2.0293 4.2476 1.6797  0.210
H: 0.5236 4.3217 2.5891  0.325
H: 1.2826 4.7640 -0.9383  0.452
H: 0.2426 3.4319 -1.4569  0.126
H: 2.9425 3.2572 -0.0687  0.856
H: 2.5658 2.8104 -1.7306  0.588
H: -1.5526 3.3243 -0.2192  0.181
H: -1.5476 4.5824 1.0324  0.515
H: -2.4907 2.2051 1.6361  -0.048
H: -1.4064 2.9712 2.8014  0.923
C: 1.6709 -4.0108 -4.7215  -1.611
C: 1.1083 -3.1757 -3.6034  0.653
C: 0.7333 -3.7167 -2.3844  -1.777
C: 0.2278 -2.9173 -1.3838  -0.672
C: 0.1115 -1.5186 -1.5043  0.509
N: -0.3404 -0.7522 -0.4324  1.758
C: -1.1699 -1.3291 0.5724  -0.281
C: -0.6934 -2.2669 1.4941  0.340
C: -1.5255 -2.8457 2.4325  -1.791
C: -2.8737 -2.5207 2.4925  0.514
C: -3.7854 -3.1661 3.5007  -1.616
C: -3.3418 -1.5527 1.6170  -0.872
C: -2.5122 -0.9301 0.6918  -0.546
C: -3.0316 0.1923 -0.2195  1.351
O: -2.1168 1.1481 -0.4942  -0.433
C: -3.5795 -0.5136 -1.5104  0.078
F: -4.2723 0.3214 -2.3012  -0.297
F: -2.5790 -1.0324 -2.2310  -0.036
F: -4.4009 -1.5555 -1.2172  -0.314
C: -4.2625 0.9435 0.4182  0.002
F: -4.0914 1.1685 1.7400  -0.092
F: -5.4475 0.2985 0.2995  -0.315
F: -4.4217 2.1460 -0.1541  -0.294
C: 0.4556 -0.9732 -2.7699  -1.127
C: 0.9211 -1.8116 -3.7739  -0.600
C: 0.2952 0.5196 -3.1148  1.524
O: 0.0647 1.3300 -2.0650  0.060
C: -0.8609 0.7545 -4.1859  0.754
F: -1.9265 1.3081 -3.6177  -0.162
F: -1.2606 -0.3684 -4.8127  -0.276
F: -0.4768 1.6090 -5.1697  -0.338
C: 1.6319 1.0410 -3.7700  0.457
F: 2.6869 0.6446 -3.0365  -0.211
F: 1.8757 0.6311 -5.0372  -0.319
F: 1.6506 2.3845 -3.7981  -0.286
H: 2.0313 -4.9698 -4.3504  0.392
H: 2.4988 -3.4920 -5.2049  0.378
H: 0.9053 -4.1982 -5.4785  0.308
H: 0.8336 -4.7822 -2.2107  0.377
H: -0.0805 -3.3906 -0.4679  0.604
H: 0.3522 -2.5355 1.4868  0.681
H: -1.1120 -3.5689 3.1274  0.417
H: -3.7703 -4.2527 3.3990  0.374
H: -4.8099 -2.8177 3.3786  0.397
H: -3.4604 -2.9229 4.5146  0.273
H: -4.3848 -1.2747 1.6709  0.380
H: 1.1375 -1.4036 -4.7494  0.652

Output
LUMO (spin up / spin down) in eV: 1.9 / 0.1
Multiplicity: 2
Total charge: -1

# 2
Molecular formula: C3H6N2
Method: DFT, ωB97M-V/def2-TZVPD

Last column: Mulliken charge in e.
Positions of all 11 atoms, in Å:
C: 1.0271 0.1832 -0.5524  -0.979
C: -0.4334 0.3422 -0.2623  0.726
N: -1.0604 -0.4622 0.4988  -0.538
C: -1.1051 1.4728 -0.9045  0.102
N: -1.6625 2.3668 -1.3833  -0.360
H: 1.5617 1.1208 -0.3647  0.312
H: 0.8489 -2.2355 2.1127  0.214
H: 1.4312 -0.6109 0.0779  0.224
H: 1.1626 -0.0793 -1.6059  0.285
H: -2.0398 -0.1995 0.5992  0.233
H: 0.2697 -1.8982 1.7844  -0.218

Output
Energy above the lowest of the compared OMol25 structures with the same formula, charge and spin in kJ/mol: 174.3
LUMO in eV: 0.1
Multiplicity: 1
SMILES string: [H]/N=C(/C)C#N.[H][H]

# 3
Molecular formula: C30H22N5O2S2SiV
Method: DFT, ωB97M-V/def2-TZVPD

Last column: Mulliken charge in e.
Positions of all 63 atoms, in Å:
V: 0.7188 0.0128 0.7263  -0.271
O: -4.0433 1.6838 5.7950  -0.564
N: -3.4289 2.6459 5.3782  0.940
O: -3.6109 3.7924 5.7098  -0.555
C: -2.3378 2.3902 4.3954  0.173
C: -1.3121 3.2530 4.4402  -0.931
C: -0.1707 3.0597 3.5900  0.829
C: 0.9435 3.9199 3.6255  -0.597
C: 2.0006 3.6646 2.7998  -1.030
C: 1.9528 2.5444 1.9581  -0.078
N: 0.9176 1.7239 1.9152  0.295
C: -0.1518 1.9839 2.7137  -0.555
C: -1.3028 1.1001 2.6228  0.546
N: -1.2448 0.1185 1.6833  0.306
C: -2.2748 -0.6902 1.5465  -0.184
C: -3.4232 -0.5802 2.3349  -1.110
C: -3.4906 0.3879 3.2971  -0.685
C: -2.4005 1.2736 3.4719  0.406
H: -1.3440 4.0832 5.1330  0.542
H: 0.9481 4.7643 4.3021  0.473
H: 2.8795 4.2921 2.7842  0.441
H: 2.7807 2.2822 1.3102  0.489
H: -2.1906 -1.4610 0.7894  0.490
H: -4.2384 -1.2709 2.1780  0.492
H: -4.3612 0.4761 3.9218  0.568
S: 2.8078 0.0597 -0.3774  -0.390
C: 1.8573 1.2361 -1.3115  0.571
C: 2.3262 2.0523 -2.3354  -0.855
C: 1.4535 2.9369 -2.9349  -0.120
C: 0.1305 3.0078 -2.5082  -0.970
C: -0.2678 2.1686 -1.4902  -0.325
N: 0.5669 1.2955 -0.9211  0.170
H: 3.3598 1.9798 -2.6427  0.476
H: 1.7991 3.5791 -3.7341  0.432
H: -0.5752 3.6908 -2.9563  0.456
H: -1.2862 2.1681 -1.1200  0.499
S: 1.3260 -2.1515 2.2199  -0.307
C: 0.6277 -2.0474 0.7780  1.095
N: 0.0825 -1.7677 -0.2832  0.060
C: 3.0053 -2.3255 -4.8133  -0.435
C: 3.1932 -2.7960 -3.5199  -0.713
C: 2.1344 -2.7970 -2.6271  0.090
C: 0.8740 -2.3298 -3.0138  0.621
C: 0.7042 -1.8560 -4.3159  -0.439
C: 1.7638 -1.8560 -5.2134  -0.666
Si: -0.5450 -2.3586 -1.8576  -0.636
C: -1.3616 -3.9598 -1.4880  0.529
C: -0.6392 -5.0219 -0.9295  -0.040
C: -1.2567 -6.2319 -0.6614  -0.793
C: -2.6053 -6.3986 -0.9546  -0.418
C: -3.3344 -5.3619 -1.5129  -0.618
C: -2.7141 -4.1459 -1.7769  -0.232
H: 3.8322 -2.3239 -5.5111  0.411
H: 4.1655 -3.1534 -3.2090  0.410
H: 2.3085 -3.1468 -1.6154  0.312
H: -0.2585 -1.4777 -4.6403  0.355
H: 1.6215 -1.4869 -6.2201  0.414
H: -1.5709 -1.3697 -2.2594  -0.210
H: 0.4155 -4.9119 -0.7010  0.276
H: -0.6917 -7.0464 -0.2290  0.407
H: -3.0862 -7.3460 -0.7504  0.393
H: -4.3821 -5.4986 -1.7444  0.406
H: -3.2938 -3.3413 -2.2140  0.355

Output
Energy above the lowest of the compared OMol25 structures with the same formula, charge and spin in kJ/mol: 0.0
LUMO (spin up / spin down) in eV: -3.8 / -3.8
Multiplicity: 2
Total charge: +1